DFT (wB97M-V/def2-TZVPD) results for a 2-piece molecular cluster, C5H14 overall.

Summary:
Frontier orbital gap: 12.215 eV
Energy relative to the best compared isomer or geometry (same formula, charge and spin): 11.28 kcal/mol
Electronic energy: -5411.56052 eV
2S+1: 1
SMILES: CCC.CC
HOMO: -11.04 eV

Each atom is followed by the atoms it is bonded to, with distances in Å.
Atoms and positions in Å:
1 C 2.07121 -1.33046 0.89705  C2 1.514, H4 1.093, H5 1.095, H6 1.093
2 C 1.58292 -1.02330 -0.50273  C1 1.514, C3 1.514, H7 1.097, H8 1.096
3 C 1.43049 0.44649 -0.83388  C2 1.514, H9 1.090, H10 1.089, H11 1.094
4 H 1.30082 -1.28186 1.67049  C1 1.093
5 H 2.86626 -0.68231 1.28047  C1 1.095
6 H 2.53011 -2.32271 0.91172  C1 1.093
7 H 2.28175 -1.45862 -1.22759  C2 1.097
8 H 0.71930 -1.62818 -0.80138  C2 1.096
9 H 2.40622 0.93218 -0.81610  C3 1.090
10 H 0.95969 0.61467 -1.80149  C3 1.089
11 H 0.86875 1.05994 -0.12378  C3 1.094
12 C -2.24090 1.47231 -0.26346  C13 1.524, H14 1.076, H15 1.090, H16 1.081
13 C -2.48222 0.20388 0.54658  C12 1.524, H17 1.089, H18 1.097, H19 1.091
14 H -2.79561 2.25600 0.22291  C12 1.076
15 H -1.23911 1.88314 -0.13952  C12 1.090
16 H -2.45583 1.38558 -1.31981  C12 1.081
17 H -1.57781 -0.22499 0.97488  C13 1.089
18 H -2.97887 -0.61339 0.00817  C13 1.097
19 H -3.24718 0.31167 1.31747  C13 1.091

Atom charges from the Mulliken analysis, given in e for atoms 1 to 5: atom 1 (C): -1.1027, atom 2 (C): -0.2148, atom 3 (C): -1.0796, atom 4 (H): 0.2697, atom 5 (H): 0.2990